*w*
Entry from the OMol25 dataset: a 2-piece molecular cluster, C2H7O2 overall (ωB97M-V/def2-TZVPD).

Geometry as XYZ:
```
11
Properties=species:S:1:pos:R:3
C -0.17659 -0.38196 0.99517
O -1.31676 -0.53128 0.27294
C 1.02604 0.19351 0.26879
H 0.29939 -1.40374 1.47152
H -0.31726 0.29778 1.93209
H 0.88038 1.04249 -0.37474
H 1.44607 -0.51422 -0.35504
H 1.81776 0.35121 0.97911
H -0.97324 -0.11239 -0.99965
H -1.68023 0.86168 -2.11173
O -1.00556 0.19692 -2.07846
```

Molar mass, g/mol: 63.076
Multiplicity: 1
HOMO-LUMO gap, eV: 8.00
Charge: -1

*x*
Entry from the OMol25 dataset: a 2-piece molecular cluster, C2H7O2 overall (ωB97M-V/def2-TZVPD).

Geometry as XYZ:
```
11
Properties=species:S:1:pos:R:3
C 0.05625 -0.32044 1.22889
O 0.55398 -0.89567 0.11154
C -1.03031 0.73381 0.95828
H 0.83454 0.16663 1.85730
H -0.41907 -1.05642 1.92124
H -1.82022 0.24380 0.38630
H -0.63266 1.51605 0.31579
H -1.39852 1.22545 1.86823
H 0.44471 -0.07568 -1.18274
H 0.48153 -0.27073 -2.73759
O 0.47216 0.43881 -2.09069
```

Molar mass, g/mol: 63.076
Multiplicity: 1
HOMO-LUMO gap, eV: 7.66
Charge: -1

Which structure is most stable, and how do the rest compare? From most to least stable: *x*, *w*.

*w*
Entry from the OMol25 dataset: a 33-piece molecular cluster, H66O33 overall (ωB97M-V/def2-TZVPD).

Geometry as XYZ:
```
99
Properties=species:S:1:pos:R:3
O 4.85200 3.01645 2.18322
H 4.28585 2.24463 2.18287
H 4.83458 3.32645 3.08867
O 1.90968 -0.43809 5.06763
H 1.31053 -0.89007 4.47352
H 1.75227 -0.84259 5.92076
O -1.91657 3.12975 3.87178
H -2.49585 3.88796 3.79577
H -1.70671 3.08061 4.80440
O 5.17761 -0.50615 -0.76006
H 5.01379 0.08634 -1.49377
H 5.07134 -1.38225 -1.13072
O -2.07378 -3.27778 -3.31340
H -1.44771 -3.35815 -2.59381
H -1.90501 -4.04179 -3.86479
O 0.13737 1.39434 2.37177
H -0.01741 0.46401 2.20819
H -0.66196 1.69868 2.80152
O -2.90907 -0.16735 0.93130
H -3.26722 -0.72154 0.23787
H -2.84527 0.70167 0.53510
O 2.56894 -2.86898 1.81858
H 3.05928 -2.83711 2.64003
H 2.67613 -1.99592 1.44107
O -3.66146 -1.91590 -1.40299
H -3.06431 -2.50379 -1.86563
H -3.72995 -1.14812 -1.97048
O -3.28810 -0.46668 3.87943
H -3.17061 -0.26941 2.95018
H -2.68889 -1.19384 4.04803
O 1.79405 3.44880 4.00565
H 1.70825 3.28641 4.94506
H 0.89270 3.49628 3.68700
O 2.88327 1.01912 2.63256
H 2.14262 1.54093 2.94140
H 2.93404 0.28713 3.24723
O 1.78882 -2.46883 -1.20800
H 2.08420 -1.81160 -0.57791
H 2.46893 -2.47829 -1.88151
O -0.75271 -2.91940 -0.38837
H 0.17788 -2.86976 -0.60696
H -1.02604 -2.00693 -0.29389
O -2.39747 -5.29725 0.10794
H -2.01143 -4.48208 -0.21252
H -1.64925 -5.87631 0.25314
O -1.19315 1.49524 -4.72641
H -0.60684 1.58722 -3.97540
H -1.39465 0.56011 -4.76045
O 1.50656 -4.97514 0.69877
H 0.68084 -5.24189 1.10283
H 1.73914 -4.16012 1.14360
O 1.30910 -4.93445 -2.86300
H 0.61826 -5.53604 -2.58542
H 1.44255 -4.35850 -2.11019
O 3.30098 2.38897 -2.40218
H 2.39904 2.52177 -2.69393
H 3.34736 2.83364 -1.55581
O -5.36841 2.21797 1.76242
H -4.42675 2.15982 1.92408
H -5.46467 2.96409 1.17057
O 0.81421 -1.23922 -5.51869
H 1.47334 -1.93013 -5.45217
H 0.64709 -0.97894 -4.61285
O -1.84184 -3.04235 2.63824
H -2.48011 -3.42397 3.24091
H -1.90902 -3.57719 1.84726
O -2.96785 -0.79778 -4.13659
H -3.73783 -0.97673 -4.67637
H -2.67799 -1.66002 -3.83866
O 3.25302 3.59336 0.10251
H 3.29073 4.52727 0.30898
H 3.88374 3.19004 0.69897
O 0.27443 -1.44802 2.98389
H -0.51003 -1.94683 2.75574
H 1.00032 -1.97982 2.65755
O -2.36794 1.87244 -0.68446
H -2.36519 2.82333 -0.79422
H -2.73947 1.53772 -1.50064
O 0.14023 3.55694 -0.06388
H 0.94001 3.78837 0.40839
H -0.32789 2.97011 0.53003
O -0.17300 -0.08477 -0.23233
H 0.49452 0.38977 0.26313
H -0.96520 0.44353 -0.13464
O -4.00692 1.67744 -3.24402
H -3.66655 0.84882 -3.58134
H -4.71469 1.42293 -2.65198
O 2.82251 -0.46931 0.42335
H 2.75099 0.07764 1.20563
H 3.72010 -0.33613 0.11865
O -0.84031 6.02895 -1.07595
H -0.40053 6.42141 -1.83014
H -0.41112 5.18095 -0.96236
O 0.60042 -0.24389 -2.86854
H 0.93716 0.63952 -2.71874
H 0.36377 -0.56148 -1.99712
O 0.55769 2.78504 -2.60004
H 0.46592 2.91335 -1.65593
H -0.05351 3.41134 -2.98788
```

Molar mass, g/mol: 594.495
Multiplicity: 1
HOMO-LUMO gap, eV: 9.84
Charge: 0

*x*
Entry from the OMol25 dataset: a 33-piece molecular cluster, H66O33 overall (ωB97M-V/def2-TZVPD).

Geometry as XYZ:
```
99
Properties=species:S:1:pos:R:3
O 6.89255 15.10455 -26.51157
H 7.78468 15.08640 -26.16517
H 6.57994 15.98944 -26.32325
O 12.55432 14.26016 -29.73834
H 12.86946 15.10588 -30.05722
H 13.26750 13.92846 -29.19284
O 2.95137 15.58754 -31.70838
H 3.61249 15.83430 -31.06165
H 3.08067 14.64791 -31.83725
O 7.37486 12.73322 -27.96364
H 7.28821 13.58605 -27.53774
H 8.23997 12.75603 -28.37266
O 10.34983 12.92022 -32.07079
H 10.25586 13.87115 -32.01477
H 11.28231 12.76212 -31.92337
O 13.90036 16.29776 -31.01671
H 14.82670 16.43830 -31.21262
H 13.51533 17.17389 -31.03619
O 4.89037 10.88268 -28.20255
H 5.30791 11.59697 -27.72124
H 5.04118 10.10797 -27.66096
O 12.34862 18.92803 -28.06106
H 11.66367 19.58869 -27.95813
H 12.35619 18.45825 -27.22712
O 7.57482 13.73760 -31.17455
H 8.45336 13.37694 -31.05487
H 6.98795 12.99946 -31.01031
O 4.73263 16.23369 -29.55424
H 4.96354 16.98908 -29.01360
H 4.42896 15.57520 -28.92942
O 10.24901 16.35640 -31.35117
H 10.61432 16.13273 -32.20719
H 10.72539 17.14280 -31.08499
O 7.05599 17.60828 -27.82478
H 7.39949 18.38375 -28.26850
H 7.56676 16.88163 -28.18158
O 8.28298 17.62732 -24.69090
H 7.52751 17.75398 -25.26489
H 8.38514 18.46555 -24.24018
O 6.09695 16.33818 -31.92346
H 5.59822 16.42153 -31.11072
H 6.79030 15.71160 -31.71637
O 3.34028 14.41562 -28.01459
H 3.98490 13.76936 -27.72645
H 2.53986 14.18239 -27.54431
O 8.66478 11.09050 -30.75093
H 9.27955 10.57167 -30.23217
H 9.19750 11.46074 -31.45476
O 9.38469 15.38056 -25.43579
H 10.29807 15.35047 -25.15112
H 9.09030 16.26165 -25.20505
O 5.51926 18.06490 -25.61914
H 4.86665 18.72085 -25.86419
H 5.78668 17.67060 -26.44935
O 7.49010 19.95924 -28.93305
H 6.56924 20.21985 -28.95090
H 7.73376 19.87563 -29.85494
O 11.32665 18.47107 -34.17666
H 11.13728 17.59468 -33.84155
H 12.04835 18.34194 -34.79206
O 5.83534 11.42151 -30.95192
H 6.60916 10.94363 -31.25036
H 5.82988 11.30039 -30.00243
O 3.56182 12.89587 -31.74211
H 4.36610 12.38459 -31.65287
H 3.04016 12.65838 -30.97550
O 7.47283 10.60173 -26.25563
H 8.34374 10.30620 -26.52094
H 7.28437 11.34179 -26.83272
O 5.09732 17.95187 -33.83256
H 5.51051 17.31477 -33.24980
H 4.26490 18.16044 -33.40851
O 11.19737 15.27248 -33.60280
H 10.60460 14.57291 -33.87749
H 12.04384 14.83977 -33.49115
O 8.48964 15.80025 -29.45911
H 9.34969 15.89262 -29.86902
H 8.07692 15.07504 -29.92812
O 9.86543 13.47888 -28.40686
H 9.53979 14.37564 -28.32935
H 10.81843 13.56788 -28.39642
O 6.13853 14.83906 -34.28421
H 6.66293 14.48294 -33.56699
H 5.69699 15.59871 -33.90449
O 12.38073 18.33668 -30.62653
H 12.64369 19.16139 -31.03510
H 12.28781 18.54800 -29.69758
O 10.01215 20.73026 -27.73591
H 9.98967 21.66213 -27.51830
H 9.19217 20.57330 -28.20411
O 10.07249 12.48714 -25.44798
H 9.72845 13.38036 -25.45129
H 10.45026 12.37224 -26.31994
O 4.97190 13.10060 -26.26655
H 5.59817 13.80528 -26.10090
H 4.50367 12.99603 -25.43827
O 9.29601 19.55385 -31.70166
H 8.51960 19.48305 -32.25701
H 9.86525 18.84162 -31.99305
```

Molar mass, g/mol: 594.495
Multiplicity: 1
HOMO-LUMO gap, eV: 8.83
Charge: 0

Which structure is most stable, and how do the rest compare? From most to least stable: *w*, *x*.

*w*
Entry from the OMol25 dataset: one molecule with the formula C4H9FO (ωB97M-V/def2-TZVPD).

Geometry as XYZ:
```
15
Properties=species:S:1:pos:R:3
C -1.51260 0.30172 -0.42350
C -0.21139 -0.05947 0.21065
C 0.31591 -1.38749 -0.30740
C 0.75080 1.08993 0.20551
H -2.30414 -0.37182 -0.08231
H -1.75928 1.35900 -0.22671
H -1.44680 0.07642 -1.51491
H -0.36400 -2.19530 0.05219
H 1.33488 -1.71379 0.04876
H 0.28995 -1.38773 -1.40298
H 1.14848 1.29546 -0.82673
H 0.18796 2.02697 0.46049
H 2.30085 0.24463 1.00419
O 1.72537 1.00355 1.21899
F -0.45599 -0.28208 1.58377
```

Molar mass, g/mol: 92.113
Structure (SMILES): CC(C)(F)CO
Multiplicity: 1
HOMO-LUMO gap, eV: 11.35
Charge: 0

*x*
Entry from the OMol25 dataset: one molecule with the formula C4H9FO (ωB97M-V/def2-TZVPD).

Geometry as XYZ:
```
15
Properties=species:S:1:pos:R:3
C 0.18922 -1.49467 -0.39673
C -1.47553 0.21422 -0.19366
C -0.06091 0.02377 -0.48191
C 1.16165 0.76807 0.66768
O 1.55401 2.00551 0.38684
F 0.56516 0.61739 1.91203
H 0.57169 -1.92161 0.57395
H -0.72510 -1.96918 -0.65602
H 1.00354 -1.84018 -1.06937
H -1.73321 1.08786 0.31299
H -2.15368 0.16422 -1.09507
H -1.68347 -0.56091 0.47071
H 0.19666 0.46170 -1.37319
H 1.83662 -0.15341 0.55883
H 0.75335 2.59721 0.38293
```

Molar mass, g/mol: 92.113
Structure (SMILES): CC(C)[C@@H](O)F
Multiplicity: 1
HOMO-LUMO gap, eV: 10.23
Charge: 0

Which structure is most stable, and how do the rest compare? From most to least stable: *w*, *x*.